This record from the Open Molecules 2025 dataset describes C23H37F6N3O8Si2 as an isolated structure at a distorted geometry. The level of theory is ωB97M-V with the def2-TZVPD basis set.

Geometry (Å):
C 5.912 -2.271 3.076
C 6.584 -0.902 2.425
C 6.089 -0.594 0.886
O 4.648 -0.809 0.651
Si 3.687 0.469 1.461
O 3.043 1.598 0.291
Si 1.690 0.985 -0.619
C 1.120 -0.802 -0.236
C 0.117 -0.900 1.100
C -0.775 -2.276 1.119
C -2.380 -1.922 0.937
N -3.181 -2.032 2.216
C -4.438 -1.189 2.196
N -4.929 -0.797 3.448
N -5.233 -0.779 0.976
O 0.225 2.015 -0.524
C 0.483 3.204 0.305
O 0.413 4.406 -0.326
C 0.792 3.228 1.915
C 1.853 4.392 2.468
C 2.224 4.408 4.096
C 1.580 3.322 5.155
C 0.501 2.205 4.605
C 0.139 2.191 3.005
H 4.929 -1.939 3.642
H 6.611 -2.776 3.892
H 5.704 -3.019 2.200
H 7.755 -1.124 2.377
H 6.472 0.020 3.153
H 6.667 -1.372 0.192
H 6.483 0.467 0.589
H 2.732 -0.056 2.426
H 4.687 1.224 2.260
H 2.073 1.015 -2.051
H 0.414 -1.132 -1.142
H 1.975 -1.618 -0.214
H 0.672 -0.686 2.107
H -0.658 -0.005 0.946
H -0.653 -2.761 2.188
H -0.367 -3.050 0.341
H -2.807 -2.766 0.209
H -2.579 -0.884 0.409
H -2.548 -1.672 2.991
H -4.301 -1.177 4.201
H -5.230 0.253 0.813
H -4.982 -1.324 0.121
H 2.337 5.194 1.736
H 2.996 5.187 4.540
H 1.837 3.272 6.314
H -0.034 1.388 5.278
H -0.627 1.397 2.615
C 4.287 1.985 -3.862
C 4.449 0.570 -4.387
O 4.914 0.580 -5.746
C 6.252 0.822 -5.921
O 7.037 1.027 -4.998
C 6.623 0.765 -7.402
F 5.766 1.480 -8.187
F 6.609 -0.510 -7.887
F 7.869 1.256 -7.658
H 3.632 2.566 -4.519
H 3.864 1.978 -2.854
H 5.247 2.509 -3.828
H 3.475 0.069 -4.389
H 5.116 -0.025 -3.754
C -8.232 -0.962 0.084
C -9.675 -1.424 0.173
O -10.303 -1.390 -1.118
C -9.999 -2.428 -1.962
O -9.238 -3.347 -1.669
C -10.759 -2.295 -3.280
F -10.684 -1.038 -3.807
F -12.089 -2.567 -3.137
F -10.301 -3.138 -4.247
H -8.174 0.029 -0.378
H -7.777 -0.919 1.077
H -7.636 -1.636 -0.538
H -10.237 -0.740 0.818
H -9.756 -2.423 0.616

As for the net charge: 0. As for the HOMO-LUMO gap: 0.30350 hartree. Its largest force on an atom is 8.8 eV/A. The total energy comes out at -2842.63931 Eh.

Here are the Löwdin charges for atoms 1 to 8, given in e:
1 C -0.14
2 C -0.26
3 C -0.30
4 O -0.34
5 Si 0.58
6 O -0.37
7 Si 0.55
8 C -0.27